C8H17Br6O4P as an isolated structure at a distorted geometry. Source: the OMol25 dataset; level of theory: wB97M-V/def2-TZVPD.

Values from the calculation:
**Gap between HOMO and LUMO**: 9.580 eV
**Molecular weight**: 687.62 g mol⁻¹
**Relative energy (zero: lowest compared OMol25 entry of this formula, charge and spin)**: 169.76 kJ/mol
**HOMO energy**: -10.342 eV

Last column: natural (NBO) charge in e.
CARTESIAN COORDINATES (ANGSTROEM)
C1 9.26636 -8.16669 -1.30517  -0.452
Br1 10.62872 -8.69035 0.00802  0.085
Br2 8.15414 -6.73568 -0.58080  0.100
Br3 8.40544 -9.79424 -2.23687  0.052
H1 9.83134 -7.66484 -2.09069  0.214
C2 2.23271 -5.10009 -2.59694  -0.476
Br4 0.60186 -4.32885 -3.34356  0.089
Br5 3.21108 -6.07142 -3.98018  0.085
Br6 1.84541 -6.31807 -1.11385  0.075
H2 2.87102 -4.32477 -2.17324  0.227
C3 -1.20692 6.04967 1.96966  -0.637
C4 -1.77137 4.54015 2.25955  -0.070
O1 -2.76740 4.26974 1.24226  -0.792
P1 -2.70557 2.87318 0.45750  2.519
O2 -3.16139 2.99668 -0.99113  -1.082
O3 -1.06603 2.54363 0.47403  -0.831
C5 -0.62009 1.33884 -0.20043  -0.069
C6 0.88122 1.36959 -0.37490  -0.635
O4 -3.38362 1.67227 1.38659  -0.813
C7 -4.25759 0.68599 0.77147  -0.055
C8 -5.69968 1.15908 0.43944  -0.636
H3 -1.43108 6.61639 2.87336  0.206
H4 -0.12165 6.05807 1.86857  0.210
H5 -1.68147 6.63969 1.18558  0.231
H6 -0.89642 3.89504 2.33950  0.213
H7 -2.35152 4.54411 3.18233  0.183
H8 -1.02210 0.49148 0.35496  0.177
H9 -1.18106 1.37952 -1.13410  0.197
H10 1.09191 0.84139 -1.30480  0.219
H11 1.18911 2.41057 -0.47324  0.229
H12 1.48015 0.88507 0.39621  0.213
H13 -3.72553 0.29924 -0.09769  0.180
H14 -4.50368 -0.14491 1.43264  0.189
H15 -5.71444 2.07714 -0.14797  0.232
H16 -6.31980 0.34150 0.07188  0.220
H17 -6.10190 1.36177 1.43203  0.203

---

C8H17Br6O4P as an isolated structure at a distorted geometry. Source: the OMol25 dataset; level of theory: wB97M-V/def2-TZVPD.

Values from the calculation:
**Gap between HOMO and LUMO**: 9.729 eV
**Molecular weight**: 687.62 g mol⁻¹
**Relative energy (zero: lowest compared OMol25 entry of this formula, charge and spin)**: 132.34 kJ/mol
**HOMO energy**: -10.203 eV

Last column: natural (NBO) charge in e.
CARTESIAN COORDINATES (ANGSTROEM)
C1 0.39163 3.23437 2.48933  -0.481
Br1 1.16677 3.06159 0.64949  0.076
Br2 -1.51304 2.71398 2.47174  0.038
Br3 0.62100 4.88112 3.38687  0.130
H1 0.73502 2.44274 3.15530  0.229
C2 0.01780 -1.50837 3.11221  -0.458
Br4 -0.79116 -1.93720 4.87033  0.065
Br5 0.59761 -3.03681 2.00376  0.120
Br6 1.32695 -0.05120 3.20131  0.066
H2 -0.86507 -1.01049 2.71127  0.220
C3 3.22238 -1.60936 0.10585  -0.645
C4 1.98544 -1.94436 -0.75973  -0.052
O1 0.85905 -1.22567 -0.24940  -0.841
P1 -0.43048 -0.72499 -1.12429  2.581
O2 -0.63803 -1.59894 -2.27097  -1.107
O3 -1.55678 -0.79826 -0.05035  -0.805
C5 -2.72280 -0.01992 -0.26280  -0.073
C6 -3.52459 -0.19312 1.03157  -0.635
O4 -0.11083 0.86851 -1.44970  -0.826
C7 0.74927 1.35744 -2.48030  -0.049
C8 0.13981 0.89933 -3.90767  -0.642
H3 3.98904 -2.35321 -0.11100  0.211
H4 3.71219 -0.63828 0.03377  0.213
H5 3.14682 -1.71400 1.18818  0.224
H6 2.16275 -1.66250 -1.79761  0.188
H7 1.85691 -3.02670 -0.77119  0.186
H8 -2.41396 1.01678 -0.39692  0.194
H9 -3.26498 -0.34508 -1.15073  0.196
H10 -4.45417 0.36890 0.94148  0.217
H11 -3.84300 -1.23360 0.96752  0.215
H12 -3.11114 -0.09440 2.03527  0.222
H13 0.83972 2.43593 -2.35073  0.191
H14 1.76207 0.96784 -2.37754  0.175
H15 -0.89210 0.54829 -3.91267  0.235
H16 0.08709 1.78395 -4.54231  0.205
H17 0.76279 0.14567 -4.38933  0.219

---

A 2-piece molecular cluster, C8H17BrIN overall at a distorted geometry. Source: the OMol25 dataset; level of theory: wB97M-V/def2-TZVPD.

Values from the calculation:
**Gap between HOMO and LUMO**: 6.126 eV
**Molecular weight**: 334.04 g mol⁻¹
**HOMO energy**: -6.612 eV

Last column: natural (NBO) charge in e.
CARTESIAN COORDINATES (ANGSTROEM)
C1 -1.27042 -0.53446 -2.26057  -0.627
C2 0.12817 0.05999 -1.99573  -0.461
C3 1.02772 -0.82322 -1.12147  -0.345
I1 3.07299 -0.57727 -1.63815  0.204
C4 0.85560 -0.72225 0.40191  -0.097
C5 1.23348 0.54419 1.12999  -0.479
C6 0.24514 1.72439 1.04033  -0.416
C7 -1.20838 1.28331 0.82253  -0.430
C8 -1.44121 -0.09296 1.40849  -0.217
N1 -0.56894 -1.15023 0.77685  -0.517
H1 -1.25188 -1.62246 -2.13886  0.192
H2 -1.57657 -0.35230 -3.28716  0.240
H3 -2.04584 -0.14211 -1.60026  0.194
H4 0.06992 1.07722 -1.61195  0.217
H5 0.61322 0.14549 -2.96531  0.239
H6 0.81355 -1.86030 -1.39122  0.209
H7 1.52269 -1.48087 0.82146  0.283
H8 1.36397 0.27600 2.17668  0.259
H9 2.22040 0.85014 0.80444  0.306
H10 0.32892 2.32399 1.94438  0.225
H11 0.55440 2.38102 0.22572  0.214
H12 -1.51765 1.34189 -0.21761  0.213
H13 -1.87315 1.94831 1.37634  0.235
H14 -1.25782 -0.10683 2.48014  0.226
H15 -2.47353 -0.41296 1.26770  0.217
H16 -1.04114 -1.55361 -0.03033  0.431
H17 -0.48354 -1.90667 1.45411  0.436
Br1 3.95990 -0.61743 2.12756  -0.952

---

C8H17CdO3P2 as an isolated structure at a distorted geometry. Source: the OMol25 dataset; level of theory: wB97M-V/def2-TZVPD.

Values from the calculation:
**Gap between HOMO and LUMO (alpha / beta)**: 3.586 / 3.569 eV
**Net charge**: -1
**Molecular weight**: 335.58 g mol⁻¹
**Relative energy (zero: lowest compared OMol25 entry of this formula, charge and spin)**: 0.00 kJ/mol
**HOMO energy (alpha / beta)**: -0.494 / -0.397 eV

Last column: natural (NBO) charge in e.
CARTESIAN COORDINATES (ANGSTROEM)
C1 0.54472 0.04033 -3.50840  -0.539
C2 -0.63244 -0.77650 -3.60458  -0.324
C3 -0.41970 -1.96128 -2.85977  -0.328
C4 0.88679 -1.93483 -2.31348  -0.327
C5 1.51046 -0.69788 -2.69239  -0.444
Cd1 0.56205 1.03898 -1.36452  0.432
P1 -0.37723 3.27123 -0.65259  -0.156
H1 0.77267 0.90674 -4.13867  0.217
H2 -1.53577 -0.51631 -4.16080  0.194
H3 -1.13198 -2.77864 -2.73996  0.191
H4 2.58083 -0.47443 -2.60896  0.222
H5 1.36513 -2.74774 -1.76917  0.193
H6 -1.35735 3.04901 0.37152  0.004
H7 -1.10801 3.93819 -1.69385  -0.023
H8 0.46087 4.31133 -0.10599  -0.019
C6 -1.53257 1.31617 3.45506  -0.241
O1 -0.74685 0.29263 2.81021  -0.886
P2 -0.36854 0.17849 1.19907  1.435
O2 1.10685 -0.54770 1.33298  -0.845
C7 2.16882 0.15517 1.99886  -0.275
O3 -1.25314 -1.09128 0.67366  -0.825
C8 -0.95001 -2.41445 1.15559  -0.259
H9 -2.49849 1.46786 2.95187  0.174
H10 -0.98762 2.26821 3.48713  0.172
H11 -1.72002 0.98901 4.48417  0.179
H12 2.47278 1.05563 1.43406  0.180
H13 1.87971 0.46575 3.01609  0.171
H14 3.01619 -0.53220 2.04653  0.183
H15 -0.12967 -2.86755 0.58425  0.195
H16 -0.70994 -2.41853 2.22670  0.174
H17 -1.86855 -2.98543 0.98538  0.176